Entry 1:
This record from the OMol25 dataset describes a cluster of 3 separate species, C24H43BrN2O2 in total. The level of theory is ωB97M-V/def2-TZVPD.

Structure (ORCA input):
```
! RIJCOSX wB97M-V def2-TZVPD def2/J DEFGRID3
* xyz 0 1
Br -1.43856 6.13899 1.07397
O 2.18935 6.35367 -0.97114
O 0.18527 2.07228 -1.87524
N -0.65916 2.94860 0.69909
N 1.89109 -0.20843 -2.28727
C -0.95648 -3.73048 3.85638
C 0.01996 -1.57218 1.85643
C 0.45736 5.70824 1.23425
C -2.72539 -2.94507 -3.45580
C 2.39660 2.90231 -1.50983
C 0.90863 4.73534 0.18977
C 0.94016 2.74290 -1.21464
C -0.82705 -2.24526 4.19136
C 3.24975 0.36260 -4.16114
C 2.72839 0.61170 -2.76669
C 2.32287 5.32281 2.89659
C -1.03320 -2.07427 -1.72303
C 0.80269 5.23168 2.64681
C 0.40526 3.52104 -0.03914
C -1.57973 -0.65182 -1.66827
C 3.30863 1.80407 -2.01362
C -0.96700 -1.30769 2.99140
C 2.88098 4.12109 -1.26936
C 2.01058 5.18473 -0.71324
C -3.08985 -5.14541 -2.21014
C -3.56974 -3.71574 -2.44201
C 1.48149 -1.39311 2.25717
C -1.25741 -2.76676 -3.06387
C -2.31169 -4.10565 3.26370
H 0.25641 5.83449 3.36820
H 3.84109 1.39601 -1.14843
H -0.76228 -3.74182 -3.04599
H 0.04061 -2.04388 -1.52544
H -0.47907 1.95650 0.82189
H -3.18085 -1.96503 -3.62275
H -3.74239 -5.66788 -1.50912
H -1.47878 -2.66709 -0.91693
H 0.47776 4.19695 2.73542
H -1.98435 -1.37152 2.59547
H -2.08009 -5.16928 -1.79760
H -2.49219 -3.59838 2.31451
H 2.86655 5.50815 1.96967
H 1.77699 -2.09633 3.03675
H -0.84512 -0.27612 3.33892
H 2.70393 4.39516 3.32028
H 0.13554 -2.07408 4.68132
H -2.76777 -3.46294 -4.41945
H -2.66283 -0.62518 -1.80576
H -2.37191 -5.17837 3.07656
H -3.12143 -3.83931 3.94620
H -3.59085 -3.17964 -1.48908
H -3.08388 -5.70961 -3.14518
H 0.95414 6.65594 1.04138
H -0.79485 -4.30627 4.77116
H -1.36682 -0.19418 -0.69950
H 1.60401 0.04936 -1.34354
H -0.20843 -0.88790 1.03418
H 1.66193 -0.38250 2.63302
H 4.10175 0.99737 -4.39677
H -1.58991 -1.97927 4.92954
H 2.56285 6.13052 3.58560
H -4.60307 -3.73994 -2.79809
H -1.53192 3.00840 0.18232
H -1.12146 -0.02795 -2.43461
H -0.12909 -2.57738 1.45455
H -0.75413 -2.18973 -3.84562
H 4.06362 2.28499 -2.63277
H 3.91304 4.37971 -1.47478
H -0.16221 -4.02987 3.16701
H 2.14127 -1.55687 1.40316
H 2.45925 0.51727 -4.89296
H 3.58114 -0.67265 -4.23523
*
```

Properties
Electronic energy (eV): -102702.4436
SMILES: [H]/N=C(/C)CC1=CC(=O)C([C@@H](Br)CC)=C(N)C1=O.CCCCCC.CCCCCC
Molecular weight (u): 471.524
HOMO energy (eV): -9.56
Frontier orbital gap (eV): 8.36

=====

Entry 2:
This record from the OMol25 dataset describes a structure of composition C24H43ClMoP2. The level of theory is ωB97M-V/def2-TZVPD.

Structure (ORCA input):
```
! RIJCOSX wB97M-V def2-TZVPD def2/J DEFGRID3
* xyz 2 3
Mo -2.35073 0.89775 0.94572
Cl -4.25387 -1.90158 0.97915
P -3.85991 1.06699 -0.73753
P -3.97316 2.15316 1.87859
C -1.95713 2.19999 -4.65540
C -1.04903 1.63268 -3.83937
C 0.16799 3.02768 -0.38128
C -4.96351 2.29877 3.38361
C 0.76770 -1.70574 1.45482
C -5.16867 1.51634 0.55353
C 1.33185 0.11256 -0.97559
C -2.81782 1.60085 -5.71485
C -3.78685 3.92175 1.39894
C -3.96133 2.51474 -1.84095
C -2.05018 1.05529 -6.93868
C -0.54748 0.06156 3.73347
C 0.23114 -0.33575 1.28371
C -0.65477 3.02083 2.67164
C 0.44693 0.47889 0.15383
C -0.56629 1.80959 1.79544
C -4.48088 -0.23963 -1.81464
C -0.07298 1.79036 0.41797
C -1.27886 -1.04409 -5.68746
C -1.76052 -0.79800 -4.27566
C -0.91525 0.19457 -3.45343
C -1.35365 -0.26538 -6.77285
C -3.06908 -0.88774 1.86546
C -0.40977 0.44221 2.30023
H 0.84703 2.84958 -1.22543
H -5.72715 0.63711 0.91218
H -0.34003 2.30396 -3.33921
H 2.38389 0.09942 -0.65719
H 0.14693 -0.08691 -3.51867
H -3.95650 -1.17556 -1.60712
H -1.31287 1.81932 -7.23383
H -0.81268 -0.99793 3.83611
H -0.89133 -0.62327 -7.70526
H -5.57565 3.21252 3.34399
H -3.44901 2.42117 -6.08318
H -3.33682 2.38313 -2.73221
H -2.81123 -0.49262 -4.23297
H -3.55378 -0.62773 2.82542
H 0.28920 3.14592 3.22150
H -1.45028 2.91807 3.41448
H 1.86434 -1.70439 1.48173
H 0.43155 -2.16160 2.38889
H -1.67733 -1.77219 -3.76124
H -2.06186 3.28873 -4.58234
H 0.46748 -2.36791 0.63530
H -5.55234 -0.39960 -1.64998
H -3.49962 0.83343 -5.34040
H -2.20294 -1.53683 2.08396
H -1.18210 0.08526 -2.38590
H 0.39839 0.21690 4.27953
H -0.77593 3.43675 -0.77601
H -2.75884 0.98851 -7.78362
H -1.31820 0.66410 4.23158
H -4.31912 0.02211 -2.86545
H 1.26389 0.82204 -1.80618
H -3.64485 3.44654 -1.36932
H -3.10757 4.08111 0.54765
H -5.84236 2.32530 0.23952
H -0.80483 -2.02729 -5.79725
H 1.11152 -0.89121 -1.36180
H 0.63556 3.81240 0.23548
H -3.36723 4.47639 2.25547
H -5.61601 1.41915 3.47484
H -4.28848 2.34401 4.24972
H -5.01351 2.61254 -2.14908
H -0.83274 3.93064 2.08864
H -4.79086 4.29761 1.16977
*
```

Properties
Electronic energy (eV): -58523.3229
⟨S²⟩: 2.16
Molecular weight (u): 524.949
ΔE to the lowest compared entry with this formula, charge and spin (eV): 0.534
HOMO energy (spin up / spin down) (eV): -13.33 / -13.33
Frontier orbital gap (spin up / spin down) (eV): 4.47 / 5.20

=====

Entry 3:
This record from the OMol25 dataset describes a structure of composition C24H43Ge2MgN2O5PS. The level of theory is ωB97M-V/def2-TZVPD.

Structure (ORCA input):
```
! RIJCOSX wB97M-V def2-TZVPD def2/J DEFGRID3
* xyz 0 1
Ge 1.81362 0.45864 -0.52868
Ge -0.08252 -2.84476 0.33580
S -1.95503 -0.42562 0.45771
P 0.67479 4.06668 -0.09977
Mg -0.53567 1.34004 -0.52815
O -1.83417 -0.20131 -1.01278
O -0.62989 -1.11157 0.86696
O -3.09451 -1.18834 0.87840
O -6.59297 3.13934 0.45913
O -1.81978 0.93686 1.05886
N -1.96499 2.70503 -1.40385
N -4.42438 2.71801 -1.22239
C 3.99320 -3.70950 0.68330
C 2.36314 -1.44937 -0.37836
C 2.29604 4.73065 0.41001
C -5.12345 1.55588 -0.62888
C 0.57895 4.79102 -1.78280
C 2.61331 1.07288 1.20133
C 1.81868 -2.59974 0.04936
C -0.50876 -5.29222 2.02811
C -1.06869 -3.21159 -1.28773
C -0.74678 -3.78729 1.88371
C 2.67563 -3.81770 0.22973
C -0.75816 -4.55711 -1.94998
C 2.19664 -5.09783 -0.04666
C 4.59676 1.15250 -1.34856
C -3.12135 2.71931 -1.32569
C 4.30280 -6.09538 0.53686
C -5.22199 3.94544 -1.35027
C 3.14578 1.13291 -1.84021
C -5.76559 1.99849 0.66543
C 2.99427 -6.22512 0.09715
C -0.46972 5.17319 0.81054
C -5.84747 4.24873 -0.00326
C 1.70938 0.84599 2.41396
C 4.79657 -4.82996 0.83148
H 3.05717 0.52449 -2.74537
H -0.30397 6.22092 0.54839
H 1.34145 4.33276 -2.41662
H -0.32084 5.04681 1.88394
H 3.57008 0.56306 1.34214
H 5.81223 -4.71564 1.19076
H 0.75725 1.37671 2.31913
H -0.97100 -5.40703 -1.29664
H -4.58545 4.75879 -1.69260
H 4.92901 -6.97037 0.65757
H -1.36617 -4.68699 -2.84735
H -4.99179 2.22162 1.40899
H -5.99824 3.76510 -2.09527
H -0.86339 -2.38767 -1.97108
H -0.83427 -5.85275 1.14825
H 5.29269 1.49626 -2.11963
H -0.36086 -3.24838 2.75169
H 4.93306 0.15929 -1.03766
H -1.50248 4.90522 0.58238
H 3.08883 4.24376 -0.16051
H 0.28693 -4.62755 -2.25634
H 4.38301 -2.73424 0.94925
H -1.81927 -3.57299 1.84472
H 4.72076 1.80830 -0.48346
H -2.12837 -3.14495 -1.02564
H -6.40504 1.20744 1.05038
H 2.59001 -7.20320 -0.13465
H 2.17511 1.17907 3.34615
H -4.41605 0.75301 -0.46014
H 2.47463 4.52887 1.46720
H 2.33463 5.80805 0.23659
H -1.06891 -5.68596 2.87885
H -6.53470 5.08940 -0.08243
H 2.84385 2.13704 1.09243
H 3.43011 -1.53772 -0.61500
H -0.39316 4.59689 -2.23328
H 1.45982 -0.21142 2.53219
H -5.87704 1.21907 -1.34136
H 0.54207 -5.52219 2.19219
H 1.18378 -5.23114 -0.40638
H 2.83823 2.14260 -2.13629
H 0.75481 5.86896 -1.74718
H -5.06223 4.49955 0.72187
*
```

Properties
Electronic energy (eV): -177406.1196
Molecular weight (u): 672.183
HOMO energy (eV): -7.18
Frontier orbital gap (eV): 7.55

=====

Entry 4:
This record from the OMol25 dataset describes a structure of composition C24H43HoN2OP3S. The level of theory is ωB97M-V/def2-TZVPD.

Structure (ORCA input):
```
! RIJCOSX wB97M-V def2-TZVPD def2/J DEFGRID3
* xyz 3 5
Ho -0.69770 -0.35748 0.26119
S -1.35384 -1.09431 4.72719
P -0.87048 -2.78350 -1.24929
P 2.06998 -0.26827 0.57213
P -0.55285 0.30928 -2.46821
O 1.08219 3.60628 -0.40796
N -0.97239 0.79506 2.69535
N -0.43284 -1.46602 2.30761
C -0.64614 -3.86633 5.05229
C -2.98337 0.64496 0.29997
C -0.90043 -0.54974 3.14949
C 0.87082 4.97040 -0.46691
C -0.50910 6.76392 -1.30392
C 0.48602 -4.97133 3.19099
C 2.26339 1.29669 1.51139
C 1.05422 7.16651 0.50308
C -3.16577 -0.70387 0.04516
C -0.03051 -4.99703 4.49026
C 1.48974 5.84220 0.44455
C -2.15234 0.60094 -3.31585
C 3.26421 -0.08241 -0.78711
C -1.98991 -2.79367 -2.71266
C -0.05194 2.04921 -2.33595
C 2.97209 -1.38393 1.70069
C 0.61141 -3.59010 -1.97969
C -1.60672 -4.19049 -0.33454
C 0.04442 7.62714 -0.35268
C 0.38287 -3.80936 2.42112
C -0.09047 5.43138 -1.37394
C 0.54606 -0.21217 -3.83168
C -0.76288 -2.71527 4.27251
C -0.28243 -2.71247 2.96222
H -2.62173 -3.92403 -0.01648
H 1.98071 3.37253 -0.07585
H -0.70187 2.57725 -1.62906
H -3.58180 -1.09397 -0.88822
H -2.81941 0.99756 1.33496
H 0.32807 -4.50546 -2.52137
H 1.50785 2.05463 1.24972
H -1.65401 -5.07998 -0.97711
H 2.20346 1.10503 2.59202
H 0.20506 -1.15170 -4.28211
H -2.07222 -3.81747 -3.10188
H -1.51126 1.34260 3.36804
H -1.27358 7.11746 -2.00168
H 3.25756 -0.98872 -1.40679
H 4.00969 -1.04364 1.83190
H 0.04793 -5.90151 5.08735
H 2.96745 -2.40271 1.29544
H -1.99522 1.38402 -4.06946
H -0.50442 4.75114 -2.11990
H -3.24327 1.44307 -0.40271
H -0.30404 8.65913 -0.28633
H -0.11477 2.53653 -3.31623
H -1.01447 -4.42411 0.55675
H 0.81608 -3.71952 1.42468
H -0.03398 1.22288 2.61110
H 2.26887 5.46652 1.10547
H 3.25629 1.70866 1.29099
H 2.47499 -1.41625 2.67754
H -2.51941 -0.30967 -3.79771
H 1.50303 7.85229 1.22284
H -2.89584 0.93828 -2.58295
H -2.98625 -2.44930 -2.40990
H 4.27277 0.06343 -0.37782
H 0.98150 -5.85275 2.78759
H 1.56911 -0.35113 -3.45653
H 0.97303 2.12431 -1.96136
H -1.61273 -2.14144 -3.50972
H 0.55015 0.57840 -4.59584
H -3.20295 -1.43040 0.87518
H -1.02396 -3.84877 6.07528
H 2.99813 0.76080 -1.43674
H 1.31250 -3.85488 -1.17696
H 1.11768 -2.90532 -2.67292
*
```

Properties
Electronic energy (eV): -95089.3216
⟨S²⟩: 6.00
Molecular weight (u): 665.540
HOMO energy (spin up / spin down) (eV): -14.91 / -14.91
Frontier orbital gap (spin up / spin down) (eV): 4.19 / 4.32

=====

Entry 5:
This record from the OMol25 dataset describes a structure of composition C24H43N2OP3Sn. The level of theory is ωB97M-V/def2-TZVPD.

Structure (ORCA input):
```
! RIJCOSX wB97M-V def2-TZVPD def2/J DEFGRID3
* xyz 4 1
Sn -0.10896 0.01452 -0.35033
P -1.41360 0.20500 2.06967
P -0.82980 2.44127 -1.03962
P -1.51567 -1.37360 -2.09816
O -0.53311 0.88582 -6.48733
N 2.84443 -3.45728 1.37606
N 1.10668 -2.18602 0.77096
C 1.11240 1.49028 -8.24512
C 2.34808 2.13508 -8.43489
C -1.29174 1.81064 2.94106
C 2.08852 3.32710 -6.33193
C 2.17574 0.80797 -0.52161
C -3.10125 -0.51667 -2.42319
C -1.90947 -3.08907 -1.69100
C -0.56323 2.54423 -2.82700
C 0.12170 3.81245 -0.34563
C 0.61979 -3.40008 1.25628
C 2.43947 -2.24964 0.88487
C -0.86710 -5.14243 1.95613
C 2.85680 3.02137 -7.46529
C -0.68481 -3.85229 1.45141
C -2.55888 2.87890 -0.76253
C 0.22097 -5.95806 2.28467
C 0.43612 1.71508 -7.03215
C 1.69288 -4.22095 1.61650
C 1.53796 -5.49818 2.12081
C 0.83134 2.73300 -6.15333
C -0.54123 -1.37275 -3.63154
C 2.05062 1.06686 0.84904
C -1.12850 -0.95628 3.43766
C -3.22617 0.05398 1.82040
H 0.03686 -6.96125 2.66808
H -1.49354 -1.95889 3.19308
H 0.70823 0.80808 -9.00836
H -3.45274 -0.93667 1.39899
H 3.81337 -3.73261 1.52097
H -1.26171 1.89390 -3.38117
H -3.24161 2.11787 -1.17170
H -2.92887 0.46683 -2.88933
H 2.41522 -6.09713 2.36855
H -2.75137 3.00821 0.31336
H -0.24378 1.98167 3.23121
H -2.60173 -3.13914 -0.83532
H 1.19842 3.68650 -0.53942
H -0.99495 -3.64262 -1.42120
H 2.70237 -0.09580 -0.86502
H -0.73034 3.59649 -3.11678
H 2.45213 4.01616 -5.56374
H -2.37673 -3.53999 -2.58223
H -1.61521 2.63918 2.29065
H -0.85559 0.21921 -7.11728
H -1.91177 1.82282 3.85586
H -3.58752 0.82342 1.12304
H -0.05418 3.89610 0.73955
H -1.11408 -1.92440 -4.39179
H -0.05358 -1.03752 3.63397
H 2.37393 0.32789 1.58582
H -1.87968 -5.51657 2.10168
H -1.62534 -0.62736 4.36539
H 0.42237 -1.87730 -3.44109
H -1.49640 -3.17423 1.20568
H 0.47325 2.26413 -3.07816
H 1.68867 2.02390 1.22974
H -3.67838 -1.15704 -3.10452
H -0.34509 -0.34391 -3.97559
H -3.77435 0.15788 2.77073
H 2.93428 1.94356 -9.34435
H -2.73194 3.83477 -1.28389
H 0.19601 2.95169 -5.29685
H 3.83553 3.47971 -7.60294
H 3.15003 -1.46843 0.64312
H 2.08965 1.60246 -1.27790
H -3.65917 -0.38260 -1.47938
H -0.24215 4.72386 -0.85125
*
```

Properties
Electronic energy (eV): -64271.3899
Molecular weight (u): 587.254
ΔE to the lowest compared entry with this formula, charge and spin (eV): 0.000
HOMO energy (spin up / spin down) (eV): -17.89 / -17.81
Frontier orbital gap (spin up / spin down) (eV): 5.65 / 4.16

=====

Entry 6:
This record from the OMol25 dataset describes a structure of composition C24H43N2P3STi. The level of theory is ωB97M-V/def2-TZVPD.

Structure (ORCA input):
```
! RIJCOSX wB97M-V def2-TZVPD def2/J DEFGRID3
* xyz 4 1
Ti -0.22564 -0.06292 -0.32217
S -0.60145 -1.80554 -4.15298
P -2.08404 1.49591 -0.14643
P 0.51955 1.15497 -2.38502
P 1.91922 0.72451 0.63458
N -0.74972 -1.03585 1.61078
N -1.31168 -2.67530 2.97021
C 1.38010 -2.41830 -0.74424
C -0.55530 0.75232 3.45420
C 1.81653 2.48628 1.15447
C 1.89536 0.33658 -3.27678
C -1.04764 -2.33081 1.68925
C -0.97465 -4.65019 -7.72098
C -3.53603 0.82230 -1.04418
C 2.41544 -0.08159 2.20068
C 0.07070 -2.21047 -1.13731
C -2.86295 1.72872 1.49327
C -0.67484 0.93330 4.83926
C -1.83024 -2.79886 -6.40388
C -1.93566 3.24889 -0.66578
C 3.52884 0.66574 -0.25448
C -1.06324 -0.12095 5.68981
C 0.18725 -3.94768 -5.71274
C -0.81827 1.47103 -3.60377
C 1.21366 2.84838 -2.28537
C -1.92402 -3.64680 -7.50831
C -1.17347 -1.54524 3.78364
C 0.08190 -4.78315 -6.82541
C -0.80643 -0.51931 2.93547
C -0.78753 -2.95857 -5.46391
C -1.33136 -1.39116 5.15921
H 2.02086 0.87469 -4.22569
H -2.80738 3.79451 -0.27535
H 3.43263 0.23448 2.46747
H 2.75063 2.77023 1.65999
H -3.78134 -0.15965 -0.61159
H -3.06316 0.75241 1.94645
H -0.46676 1.91922 5.26059
H -4.38438 1.50835 -0.89713
H 3.58379 1.40444 -1.05995
H 2.24148 -2.03765 -1.31034
H 3.67061 -0.33616 -0.67493
H 2.17884 2.85998 -1.76786
H -0.25240 -1.27737 -1.75872
H -2.73939 -3.51262 -8.22449
H -0.63916 -3.03777 -1.21338
H -3.80414 2.27921 1.36523
H 0.98339 2.63738 1.84930
H -1.60797 0.71193 -3.57157
H 2.82117 0.40543 -2.69190
H -0.36297 1.46207 -4.60348
H -2.55487 -1.99461 -6.24613
H 0.51361 3.52359 -1.78152
H 0.83802 -5.54032 -6.99611
H -1.89651 3.34866 -1.75628
H 4.33377 0.86213 0.46630
H -1.63867 -2.24102 5.75951
H 1.02055 -4.02801 -5.01646
H -1.03608 -5.28354 -8.60572
H -1.14212 -3.01778 0.85777
H 1.68630 -0.72082 -3.47968
H -1.03274 -2.39695 -2.97713
H -1.26803 2.45504 -3.41672
H 2.39575 -1.16868 2.08097
H -1.14836 0.07478 6.75979
H -0.28262 1.55803 2.77680
H 1.56364 -3.07147 0.09993
H -1.02280 3.68162 -0.23258
H -1.52922 -3.61216 3.30256
H 1.73049 0.18275 3.01155
H 1.65570 3.14703 0.29506
H 1.35425 3.17181 -3.32510
H -2.19033 2.28498 2.15495
H -3.32138 0.69660 -2.11346
*
```

Properties
Electronic energy (eV): -90339.9220
Molecular weight (u): 532.478
HOMO energy (eV): -17.83
Frontier orbital gap (eV): 2.66